C30H64FNO4 | the ωB97M-V functional and the def2-TZVPD basis

Cartesian coordinates (Å):
C: -4.905 2.612 1.740
C: -4.100 2.185 0.533
O: -3.674 3.020 -0.239
N: -3.931 0.789 0.228
C: -3.562 -0.113 1.332
C: -2.029 -0.301 1.485
C: -1.155 0.593 0.612
C: -0.944 -0.013 -0.780
C: -0.446 0.966 -1.828
F: -0.369 0.295 -3.048
C: 0.943 1.524 -1.529
C: 1.374 2.691 -2.437
C: 1.012 4.054 -1.829
O: 2.780 2.617 -2.705
O: -1.310 2.079 -1.999
C: -2.547 1.915 -2.561
C: -3.122 3.248 -2.939
O: -3.078 0.843 -2.724
H: -4.632 3.635 2.003
H: -5.962 2.589 1.449
H: -4.793 1.970 2.610
H: -4.808 0.470 -0.174
H: -3.982 0.199 2.291
H: -4.012 -1.086 1.114
H: -1.790 -1.355 1.308
H: -1.772 -0.115 2.535
H: -1.564 1.606 0.541
H: -0.179 0.678 1.104
H: -0.182 -0.800 -0.712
H: -1.864 -0.480 -1.141
H: 1.657 0.709 -1.669
H: 0.979 1.855 -0.486
H: 0.898 2.584 -3.414
H: 1.859 4.414 -1.232
H: 0.816 4.802 -2.603
H: 0.129 3.989 -1.192
H: 3.222 2.606 -1.847
H: -2.831 4.007 -2.211
H: -4.208 3.160 -2.959
H: -2.743 3.528 -3.924
C: 1.542 -1.834 1.957
C: 1.139 -3.200 2.503
C: 2.044 -4.340 2.043
C: 2.067 -4.558 0.529
C: 0.697 -4.811 -0.101
C: 0.005 -6.064 0.427
H: 1.487 -1.802 0.867
H: 0.876 -1.061 2.343
H: 2.562 -1.581 2.253
H: 0.102 -3.411 2.225
H: 1.154 -3.161 3.596
H: 1.732 -5.262 2.543
H: 3.066 -4.145 2.384
H: 2.721 -5.407 0.309
H: 2.525 -3.693 0.042
H: 0.824 -4.901 -1.182
H: 0.048 -3.943 0.054
H: 0.622 -6.949 0.260
H: -0.950 -6.224 -0.075
H: -0.196 -5.994 1.498
C: -4.041 -7.584 4.631
C: -3.241 -6.699 3.681
C: -1.893 -6.258 4.247
C: -1.971 -5.418 5.522
C: -2.804 -4.143 5.397
C: -2.269 -3.187 4.336
H: -4.292 -7.061 5.556
H: -4.977 -7.905 4.173
H: -3.475 -8.479 4.897
H: -3.838 -5.823 3.408
H: -3.064 -7.243 2.749
H: -1.352 -5.700 3.477
H: -1.288 -7.147 4.453
H: -0.952 -5.146 5.816
H: -2.367 -6.024 6.342
H: -2.814 -3.638 6.366
H: -3.845 -4.391 5.174
H: -1.234 -2.913 4.552
H: -2.859 -2.269 4.302
H: -2.298 -3.632 3.340
C: 2.619 7.333 -4.193
C: 3.231 5.951 -4.398
C: 4.440 5.678 -3.507
C: 5.630 6.613 -3.729
C: 6.169 6.632 -5.158
C: 6.684 5.276 -5.632
H: 3.322 8.129 -4.443
H: 1.736 7.468 -4.820
H: 2.314 7.471 -3.153
H: 3.504 5.823 -5.449
H: 2.478 5.188 -4.188
H: 4.750 4.640 -3.651
H: 4.128 5.753 -2.459
H: 6.436 6.313 -3.051
H: 5.358 7.631 -3.438
H: 6.980 7.362 -5.214
H: 5.395 6.987 -5.844
H: 7.477 4.911 -4.976
H: 7.092 5.344 -6.642
H: 5.892 4.527 -5.648

- LUMO level: 0.50 eV
- Spin multiplicity: 1
- HOMO level: -9.75 eV
- SMILES string: CC(=O)NCCCC[C@](F)(C[C@@H](C)O)OC(C)=O.CCCCCC.CCCCCC.CCCCCC
- Charge: 0
- Energy: -44546.960 eV

C30H65N3O10P2 | the ωB97M-V functional and the def2-TZVPD basis

Cartesian coordinates (Å):
O: -2.144 6.966 -2.931
P: -1.234 6.067 -2.212
O: 0.292 6.219 -2.647
O: -1.276 6.372 -0.637
C: -1.507 4.224 -2.289
C: -2.431 3.735 -3.389
O: -2.332 4.266 -4.689
O: -0.963 4.412 -5.106
C: -2.104 3.718 -0.949
O: -1.050 3.639 -0.045
P: 0.367 2.911 -0.837
O: -0.259 3.594 -2.378
H: 0.801 5.453 -2.321
H: -0.785 5.692 -0.129
H: -2.251 2.648 -3.421
H: -3.476 3.918 -3.128
H: -0.505 3.607 -4.792
H: -2.546 2.723 -1.129
H: -2.895 4.374 -0.577
H: 0.868 2.436 0.424
H: -0.413 1.721 -1.039
H: 1.466 2.370 -1.572
H: 1.090 4.190 -0.658
C: -2.616 -4.020 0.379
C: -2.518 -2.486 0.413
C: -3.772 -1.865 1.040
C: -5.006 -1.939 0.143
C: -4.719 -1.346 -1.234
C: -3.498 -1.966 -1.921
N: -2.343 -1.905 -0.962
O: -1.778 -0.758 -0.937
C: -3.788 -3.398 -2.379
C: -3.125 -1.157 -3.159
C: -1.288 -2.114 1.232
H: -2.022 -4.432 -0.437
H: -2.220 -4.418 1.314
H: -3.637 -4.385 0.280
H: -3.557 -0.816 1.264
H: -3.958 -2.366 1.995
H: -5.355 -2.972 0.050
H: -5.821 -1.384 0.611
H: -5.583 -1.468 -1.895
H: -4.544 -0.271 -1.131
H: -2.877 -3.874 -2.745
H: -4.503 -3.357 -3.203
H: -4.220 -4.028 -1.608
H: -2.966 -0.108 -2.923
H: -3.934 -1.238 -3.887
H: -2.211 -1.545 -3.609
H: -0.379 -2.501 0.768
H: -1.377 -2.554 2.227
H: -1.176 -1.039 1.339
C: 2.845 -0.245 -2.470
C: 2.346 0.217 -3.849
C: 3.231 -0.315 -4.982
C: 4.594 0.369 -5.066
C: 4.444 1.887 -5.136
C: 3.608 2.466 -3.989
N: 2.308 1.709 -3.945
O: 1.444 2.151 -4.774
C: 4.379 2.395 -2.665
C: 3.276 3.931 -4.249
C: 0.915 -0.282 -4.012
H: 2.556 0.466 -1.696
H: 2.384 -1.204 -2.230
H: 3.924 -0.387 -2.430
H: 2.702 -0.165 -5.929
H: 3.347 -1.395 -4.846
H: 5.220 0.087 -4.215
H: 5.117 0.015 -5.959
H: 5.424 2.373 -5.120
H: 3.966 2.157 -6.083
H: 3.734 2.682 -1.836
H: 5.205 3.108 -2.715
H: 4.807 1.419 -2.455
H: 2.800 4.073 -5.215
H: 4.205 4.505 -4.224
H: 2.601 4.309 -3.480
H: 0.276 0.158 -3.245
H: 0.912 -1.369 -3.897
H: 0.507 -0.028 -4.987
C: -1.000 -2.636 7.215
C: -0.115 -3.100 6.047
C: 1.015 -4.015 6.535
C: 2.113 -3.275 7.298
C: 2.657 -2.104 6.483
C: 1.568 -1.136 6.008
N: 0.504 -1.942 5.319
O: 0.781 -2.199 4.101
C: 1.005 -0.321 7.176
C: 2.137 -0.151 4.993
C: -1.003 -3.848 5.057
H: -1.464 -1.674 6.995
H: -1.797 -3.363 7.367
H: -0.460 -2.551 8.155
H: 1.459 -4.507 5.665
H: 0.575 -4.799 7.157
H: 1.742 -2.927 8.266
H: 2.925 -3.971 7.516
H: 3.389 -1.537 7.064
H: 3.179 -2.493 5.603
H: 0.143 0.263 6.853
H: 1.776 0.373 7.511
H: 0.716 -0.920 8.034
H: 2.623 -0.659 4.165
H: 2.870 0.482 5.497
H: 1.352 0.484 4.583
H: -1.772 -3.187 4.655
H: -1.489 -4.672 5.583
H: -0.430 -4.250 4.226

- Expectation value of S²: 3.762
- LUMO level (alpha / beta): 1.94 / 1.92 eV
- Spin multiplicity: 4
- ΔE to the lowest compared entry with this formula, charge and spin: 0.0 kcal per mole
- HOMO level (alpha / beta): -4.93 / -4.97 eV
- Charge: -1
- Energy: -75683.204 eV

What is the spin multiplicity in the first record? 1

Which of these has the lowest energy? C30H65N3O10P2

What is the spin multiplicity in the second record? 4

The lowest energy belongs to which entry? C30H65N3O10P2